# 1
Density functional theory data (ωB97M-V with the def2-TZVPD basis set) for 2 unconnected molecules or ions with the total composition C4H9NO in a non-equilibrium geometry.

Structure (ORCA input):
```
! wB97M-V def2-TZVPD RIJCOSX def2/J DEFGRID3
* xyz -1 2
N 1.08 -2.04 -1.67
C -0.18 -1.54 -1.22
C -0.52 -0.22 -0.98
C -1.90 0.07 -0.64
C -2.58 1.18 -0.22
H 1.23 -2.97 -1.27
H 1.83 -1.48 -1.26
H -0.93 -2.30 -1.02
H 0.20 0.58 -0.81
H -2.52 -0.75 -1.03
H -3.62 1.23 -0.56
H -2.28 2.02 0.40
H 3.61 1.41 3.74
H 3.05 2.75 3.49
O 3.55 2.05 3.05
*
```

Calculated values
<S²> = 0.771
HOMO (spin up / spin down) = 0.87 / -2.13 eV
ΔE to the lowest compared entry with this formula, charge and spin = 31.2 kcal per mole

Mulliken population analysis, charges in e, atoms 1 to 8: N -0.531; C -0.455; C -0.297; C -0.394; C -0.921; H 0.229; H 0.192; H 0.289

=====

# 2
Density functional theory data (ωB97M-V with the def2-TZVPD basis set) for a molecular structure, C4H9CaN6O2S5Sb.

Structure (ORCA input):
```
! wB97M-V def2-TZVPD RIJCOSX def2/J DEFGRID3
* xyz -2 1
Ca -0.69 1.02 -1.11
C 3.23 -1.95 1.82
C 2.22 -2.42 0.86
N 2.20 -3.61 0.32
N 1.13 -3.57 -0.53
C 0.51 -2.39 -0.57
S -0.73 -1.90 -1.60
N 1.19 -1.66 0.36
N 0.89 -0.30 0.58
H 3.91 -2.77 2.03
H 2.75 -1.58 2.73
H 3.80 -1.12 1.39
H 0.89 -4.37 -1.09
H -0.02 -0.27 1.07
H 1.47 0.02 1.37
N -2.78 2.32 -1.73
N -2.77 2.66 -3.10
C -1.56 2.39 -3.81
O -1.43 2.93 -4.91
O -0.76 1.58 -3.23
H -3.70 2.04 -1.44
H -2.43 3.07 -1.12
H -3.15 3.56 -3.34
S -2.38 0.44 5.16
Sb -0.69 1.49 4.01
S -0.49 2.97 0.66
S -1.73 1.43 1.45
S 1.10 -0.03 3.77
*
```

Calculated values
HOMO = -0.86 eV
ΔE to the lowest compared entry with this formula, charge and spin = 11.5 kcal per mole

Mulliken population analysis, charges in e, atoms 1 to 8: Ca 1.277; C -1.006; C 0.992; N -0.851; N 0.200; C 0.271; S -0.580; N 0.531

=====

Total energy values, unit a.u., following the record order: -287.69541; -3545.88966.